# 1
The following is a quantum chemistry calculation of a structure of composition C16H38BrF6NOPSSiZr, from the OMol25 dataset.

Structure (XYZ):
```
67
Properties=species:S:1:pos:R:3
Zr -1.17407 3.16394 0.39860
Br -0.89344 0.72305 -0.18119
S 0.37442 3.00802 -2.55604
P -3.71431 3.33928 1.67769
Si 0.49139 -2.23074 0.92284
F -2.83848 4.66057 1.59021
F -3.02035 3.33625 -0.20248
F -1.59056 2.77846 2.18568
F -5.04610 3.70549 1.10757
F -3.52511 1.82078 1.36283
F -3.87589 3.28133 3.17269
O -0.35770 3.58663 -1.26308
N 0.02058 4.92065 1.23740
C 1.95311 -4.08292 -0.72108
C 0.41925 -1.08149 3.63950
C -2.16926 -2.65329 2.03789
C 2.55823 -2.11286 2.82465
C 0.54884 4.54718 -4.78241
C 1.07631 4.49273 -3.34351
C -1.19507 -3.52027 1.27684
C -0.15741 3.22416 -5.07277
C 2.58095 -1.66661 -0.92684
C 1.82036 0.14034 1.98071
C -1.72493 -3.95143 -0.06187
C 0.49063 -2.47932 -2.01592
C 1.41608 -2.65999 -0.81762
C 1.33604 -1.25799 2.41950
C -0.61970 -4.65429 2.08437
C -0.92955 2.86947 -3.80914
H -0.06683 -1.54704 -1.96559
H 2.67928 -4.19767 0.07713
H -0.14952 5.37431 -4.89913
H -0.04536 4.97260 2.26741
H 0.76542 5.34890 -2.74150
H -0.48830 -0.53219 3.39213
H 3.35098 -2.08385 2.08224
H -1.43051 -5.35795 2.30773
H 3.26770 -1.71688 -0.08713
H -1.04484 -4.60137 -0.60611
H 0.99933 0.87048 1.96882
H 2.23149 -0.64699 -1.07451
H -0.21959 -4.35308 3.04766
H -0.19696 -3.30673 -2.15471
H 0.12444 -5.24179 1.55227
H 1.10413 -2.45633 -2.91690
H -3.10096 -3.21721 2.14213
H -0.44503 5.78161 0.90575
H -1.35030 1.86646 -3.80713
H 1.02239 5.06175 1.03063
H 2.30807 0.13289 1.01065
H -1.70738 3.59867 -3.57218
H 2.30445 -3.15040 3.02579
H -2.03769 -3.11480 -0.68060
H 2.96533 -1.70847 3.74961
H -1.83928 -2.42857 3.04564
H -2.62239 -4.55710 0.10327
H -2.42127 -1.73695 1.50959
H 2.16039 4.41359 -3.30720
H 2.46370 -4.32223 -1.65421
H 0.16927 -2.02873 4.11019
H 2.55524 0.47233 2.71250
H 1.17919 -4.83561 -0.60874
H 3.16452 -1.94772 -1.80504
H -0.80993 3.30212 -5.94242
H 0.57562 2.44524 -5.29071
H 0.96154 -0.50673 4.38863
H 1.36939 4.70834 -5.48097
```

The value obtained for the energy relative to the best compared isomer or geometry (same formula, charge and spin) is 5.228 eV. Its HOMO energy (alpha / beta) is -0.7789 / -0.7725 Ha. As for the spin multiplicity: 2. The total charge is +4. The HOMO-LUMO gap (alpha / beta) is 0.3032 / 0.2079 hartree.

# 2
The following is a quantum chemistry calculation of a structure of composition C16H38GeIrN3O7S4, from the OMol25 dataset.

Structure (XYZ):
```
70
Properties=species:S:1:pos:R:3
Ir 0.28867 0.44923 0.82713
Ge 2.69409 -0.63333 -0.22530
S -5.83102 -0.79662 -2.16010
S -2.60129 1.07724 -0.69131
S -4.14575 -2.11020 -2.57470
S 0.09872 2.22151 2.27856
O 1.90622 1.13288 -0.23465
O -4.36185 0.05683 -4.29291
O 0.80860 -1.07387 -0.53778
O -2.72316 0.74416 -2.09454
O -1.18423 1.38205 -0.32102
O 1.97083 -0.43162 1.58230
O -3.19095 0.08835 0.21058
N -1.40819 2.22676 4.44265
N -1.47543 0.30013 3.20585
N -1.20049 -0.40856 2.00674
C 2.66537 0.13999 3.82553
C 1.34907 -1.94907 3.37647
C 3.70085 -1.75294 2.56339
C -4.63255 -0.68414 -3.33014
C -1.00062 1.54622 3.37657
C 1.98391 2.10906 -1.32311
C 1.28175 -3.33523 -1.20596
C -0.31061 -1.88774 -2.49579
C -3.11624 -0.18537 -5.05218
C 1.36397 3.39788 -0.81424
C 3.46739 2.30246 -1.60146
C -3.42304 2.61137 -0.43539
C 1.26454 1.57410 -2.55186
C 0.21112 -2.25604 -1.11309
C 2.41174 -0.99569 2.84927
C -0.92686 -2.72195 -0.21846
H 3.53221 -2.58208 1.87201
H 1.31597 2.30924 -3.35577
H 1.05342 -2.66400 2.60460
H 1.46556 4.17759 -1.56944
H -2.96697 3.35371 -1.08622
H -2.03020 1.84073 5.13441
H -1.04314 -1.08221 -2.41723
H 0.48013 -1.39835 3.74478
H -2.30127 0.16104 -4.42398
H -0.77121 -2.75748 -2.97153
H 0.86216 -4.25323 -1.61782
H 0.50876 -1.55213 -3.13252
H 0.21809 1.36448 -2.33406
H 1.74319 0.65825 -2.90691
H -2.26597 -0.02963 3.74191
H 0.30301 3.26646 -0.60365
H -2.06229 -0.42520 1.43134
H 1.74523 0.68162 4.04516
H -3.31195 2.89687 0.60783
H 1.73919 -2.51451 4.22261
H -4.47297 2.47733 -0.68629
H -3.22587 0.40799 -5.95099
H 3.38880 0.84296 3.41288
H 2.09950 -3.02577 -1.85927
H 3.06101 -0.25381 4.76233
H -1.37519 -3.62912 -0.62703
H -1.02754 3.14299 4.61714
H 3.60322 3.05508 -2.37797
H 1.68744 -3.56422 -0.21746
H -1.70805 -1.96137 -0.15169
H 3.98800 2.63699 -0.70403
H 3.93088 1.37916 -1.95662
H -0.55195 -2.97396 0.77714
H 4.45987 -1.08969 2.14524
H -0.92416 -1.35312 2.26422
H 1.87564 3.73402 0.08885
H 4.09739 -2.16807 3.48938
H -3.05449 -1.24647 -5.28238
```

The value obtained for the energy relative to the best compared isomer or geometry (same formula, charge and spin) is 0.000 eV. Its HOMO energy is -0.5111 Ha. The total charge is +2. The HOMO-LUMO gap is 0.2458 hartree.

# 3
The following is a quantum chemistry calculation of a cluster of 9 separate species, C16H39BF4N3O5 in total, from the OMol25 dataset.

Structure (XYZ):
```
68
Properties=species:S:1:pos:R:3
F -0.66279 0.35880 1.64821
F -0.67310 -0.12047 -0.63892
F 1.07036 -0.83184 0.71853
F 0.90984 1.44104 0.36018
O -0.65116 -3.70620 -3.50246
O -2.09951 -2.16313 -0.41205
O -0.76529 1.74171 -2.46455
O -3.15790 1.46504 2.27244
O 1.94146 3.61514 1.44910
N 6.39464 -1.20818 0.45925
N 2.03447 -6.36059 0.41865
N 4.96214 0.36542 3.89777
C 0.78765 4.20267 2.30263
C 3.93613 -0.23814 3.73864
C -4.38542 1.89529 1.61613
C -2.62824 -2.19740 0.86131
C 0.61251 -1.72514 -4.45204
C 0.71545 2.42494 -4.23025
C 5.60492 -0.40106 0.21735
C 4.46233 0.67082 -0.03254
C -3.53885 -3.51626 0.87160
C -5.19178 0.78172 1.08135
C 1.43932 -5.30619 0.29248
C 0.77591 -3.97238 0.13684
C 2.60948 -0.93346 3.48540
C -0.67245 -2.22646 -3.84421
C 0.58619 1.73987 -2.77374
C 1.11856 5.64827 2.70898
B 0.13229 0.20708 0.49841
H -0.73391 1.34874 -1.56548
H 1.22038 -3.60737 -0.82374
H 1.66752 6.20437 2.09986
H -2.66872 1.06430 1.60228
H -1.49869 -3.69249 -3.12159
H -5.10502 2.32299 2.32044
H -1.70204 -2.23065 1.55142
H 1.60572 2.75939 1.32785
H 0.95325 0.70706 -2.85828
H 0.32685 3.39810 -4.09452
H -5.43152 0.24084 1.87570
H -0.15338 4.29826 1.71530
H 4.44074 1.06872 1.01577
H 5.00733 1.29406 -0.83293
H -3.81199 -3.60105 2.08037
H -4.47504 0.24049 0.44710
H 1.55917 5.50351 3.78507
H -3.03843 -1.40876 1.21641
H -4.00479 2.58981 0.76822
H -1.58113 -2.11216 -4.49691
H 1.02260 -3.45564 1.00911
H 0.15680 6.01932 2.67237
H -0.65363 -1.56558 -2.83459
H 0.57947 3.51285 3.08298
H 1.01465 -2.01032 -5.53297
H 1.55601 -1.83541 -3.76973
H -1.99938 -1.15741 -0.48170
H 0.18477 1.93542 -5.04130
H 2.41812 -1.58283 4.30778
H -4.56546 -3.35523 0.41043
H -6.09280 0.99435 0.49379
H 0.65939 -0.66466 -4.44400
H 1.12415 2.48253 -2.13751
H 1.68619 2.40774 -4.62710
H 2.35445 -1.24485 2.34357
H 1.89983 -0.25457 3.33221
H -2.81085 -4.37894 0.62545
H 3.47145 0.14416 -0.21286
H -0.24920 -4.03002 0.10724
```

The value obtained for the energy relative to the best compared isomer or geometry (same formula, charge and spin) is 1.098 eV. Its HOMO energy is -0.2810 Ha. The total charge is -1. The HOMO-LUMO gap is 0.3751 hartree.

# 4
The following is a quantum chemistry calculation of a cluster of 3 separate species, C16H39BN2O5 in total, from the OMol25 dataset.

Structure (XYZ):
```
63
Properties=species:S:1:pos:R:3
O -5.08296 -0.22842 -0.13971
O -4.37230 1.89252 -0.40045
O -0.35724 0.30252 -0.29526
O 1.13943 -0.77314 -5.01540
O -0.59943 0.65171 4.51442
N 1.56863 -1.99842 -7.60613
N -1.57846 1.55552 7.08900
C -0.83620 -0.70515 4.18871
C -3.30880 0.12936 6.13968
C 0.35348 0.72019 0.87863
C 0.60015 -3.71300 -6.17480
C 2.53668 0.55912 -0.33269
C 2.04352 -1.84953 -5.16270
C 2.20547 2.01559 1.80964
C -4.18482 0.57884 -0.02577
C 1.61747 1.49398 0.50138
C -2.78838 0.22517 0.44660
C 2.62913 1.05153 -1.77893
C -2.48525 1.39898 5.95015
C -1.75102 1.46552 4.60393
C 3.91226 0.31412 0.27213
C -0.07861 -1.09364 -4.36996
C 1.77304 -2.75787 -6.37028
B -1.61065 0.85983 -0.40901
H -1.01633 -1.30918 5.08050
H -0.83247 0.87270 6.99195
H -0.25754 1.34721 1.53051
H 3.82198 -0.29039 1.17334
H -0.83364 -1.43361 -5.08292
H 2.84731 0.24380 -2.47138
H -1.10945 2.45446 7.02962
H 0.63715 -4.18983 -5.19336
H -0.35833 -3.20429 -6.27302
H -2.70488 -0.85760 0.39871
H -3.88968 -0.10455 5.24511
H -1.39238 2.48885 4.46252
H 2.03896 -0.40843 -0.38440
H 3.14926 2.52920 1.67924
H -4.06994 2.45322 0.31752
H -2.68163 -0.72983 6.37580
H 2.09319 -2.43235 -4.23283
H 3.32900 1.87453 -1.89827
H 0.67643 -0.17114 1.41440
H -1.67881 -0.81188 3.49828
H -1.75628 1.78281 -1.15229
H -2.68674 0.49276 1.49988
H 2.67139 -3.36794 -6.50426
H 0.84026 -1.31176 -7.43221
H 3.02310 -1.38445 -5.30288
H 2.39670 -1.44448 -7.80337
H 1.51136 2.73510 2.24360
H 0.06070 -1.85261 -3.59454
H -4.00416 0.25630 6.96810
H 1.29427 2.33870 -0.10399
H 2.30675 1.21999 2.54392
H -3.17994 2.24414 5.96461
H -0.45045 -0.18401 -3.89811
H 1.64504 1.42295 -2.05968
H -2.43681 1.24390 3.77287
H 4.52751 -0.25333 -0.42122
H 0.62670 -4.49654 -6.93116
H 4.43567 1.22625 0.53571
H 0.06157 -1.08397 3.70056
```

The value obtained for the energy relative to the best compared isomer or geometry (same formula, charge and spin) is 0.000 eV. Its HOMO energy is -0.3386 Ha. As for the structure (SMILES): CC(C)[C@H](C)COBCC(=O)O.COC[C@@H](C)N.COC[C@@H](C)N. The HOMO-LUMO gap is 0.3440 hartree.